DFT (ωB97M-V with the def2-TZVPD basis set) results for a 7-piece molecular cluster, C54H55BNO28 overall.

Properties
Total charge: +1
Multiplicity: 1
Gap between HOMO and LUMO in Eh: 0.222

The geometry in XYZ format:
```
139
C54H55BNO28, DFT ωB97M-V with the def2-TZVPD basis set
C 1.33478 -1.17784 3.78154
C 2.33507 0.10970 3.85790
C 1.99511 1.14582 2.65416
C 2.73574 2.56422 2.79180
C 1.86177 3.65650 3.62857
C 0.61886 4.15639 2.72318
C -0.61778 4.69808 3.62993
C -1.82711 5.22258 2.71234
C -3.10423 5.74714 3.52549
C -4.04790 4.58778 4.11282
C -4.39346 3.40642 3.07245
C -3.81817 2.02218 3.64703
C -4.33854 1.50194 5.01048
C -5.44806 2.18685 5.91495
O -6.29228 3.02542 5.54426
O -5.51222 1.76494 7.29669
C -3.71525 0.16511 5.56150
C -2.63637 -0.57602 4.75110
N -2.23664 -0.04652 3.47466
C -2.74243 1.17248 2.87427
C -2.15795 1.57257 1.44135
B -3.29887 1.47376 0.24859
O -3.50327 2.50876 -0.73050
O -4.11269 0.26999 0.27251
H 0.59802 -1.19091 4.66004
H 1.94409 -2.15567 3.81504
H 0.72526 -1.19953 2.81393
H 2.17771 0.66712 4.84199
H 3.41560 -0.25144 3.80769
H 2.41151 0.64832 1.70030
H 0.85898 1.20200 2.54170
H 3.75772 2.36755 3.26944
H 2.96193 2.96397 1.72904
H 1.52308 3.10853 4.57544
H 2.57957 4.54052 3.86018
H 0.95704 4.93887 1.94859
H 0.31121 3.22945 2.09767
H -0.91824 3.93578 4.42580
H -0.21786 5.63095 4.19029
H -1.41283 6.13853 2.13517
H -2.16505 4.48169 1.90809
H -2.76181 6.39438 4.41637
H -3.74308 6.42691 2.85613
H -3.64538 4.20229 5.12774
H -5.05496 5.09330 4.37882
H -4.09923 3.62631 1.99281
H -5.54518 3.28289 3.06649
H -6.27457 1.12598 7.30059
H -4.07227 -0.20716 6.58728
H -2.15598 -1.52947 5.15692
H -1.52370 -0.56986 2.94361
H -1.58700 2.56284 1.43092
H -1.37805 0.75961 1.15943
H -2.71446 3.10080 -0.77891
H -4.96644 0.54288 -0.13755
C 1.04362 -4.42867 1.70304
C 0.87449 -5.73433 1.48122
C 0.84753 -6.28975 0.09694
O 0.70963 -7.48927 -0.06674
C 0.98521 -5.35185 -1.02300
C 1.15048 -4.04792 -0.79876
C 1.20506 -3.49616 0.58285
O 1.37585 -2.29685 0.74744
O 1.27701 -3.16456 -1.83246
O 0.72073 -6.61145 2.51035
H 1.06726 -4.01304 2.70147
H 0.94553 -5.75944 -2.01710
H 1.38757 -2.28755 -1.41358
H 0.61787 -7.48889 2.09132
C -2.32724 -1.28943 -4.81860
C -1.56391 -2.00262 -3.98862
C -1.42212 -3.47786 -4.13792
O -0.70073 -4.09323 -3.37207
C -2.17113 -4.13574 -5.21284
C -2.93727 -3.42419 -6.04148
C -3.05784 -1.94464 -5.90937
O -3.75230 -1.32404 -6.69533
O -3.64028 -4.02308 -7.04358
O -0.87999 -1.41167 -2.96889
H -2.43690 -0.21735 -4.72241
H -2.07298 -5.20951 -5.29886
H -4.11187 -3.29819 -7.50035
H -0.40498 -2.14117 -2.52039
C 2.84542 7.02631 5.96013
C 3.09496 7.60118 7.13881
C 4.22909 8.55342 7.31420
O 4.41560 9.07366 8.39959
C 5.08652 8.82234 6.15494
C 4.83865 8.24459 4.97744
C 3.68850 7.31414 4.79576
O 3.48071 6.81792 3.69997
O 5.62784 8.48304 3.89333
O 2.32267 7.34178 8.22896
H 2.02462 6.33545 5.81900
H 5.91632 9.50105 6.29964
H 5.24194 7.95260 3.16912
H 2.70538 7.87752 8.95190
C -1.78246 6.90197 -1.64576
C -1.47713 7.91848 -2.45671
C -0.35337 7.82299 -3.43260
O -0.11492 8.76167 -4.16940
C 0.43078 6.58331 -3.45848
C 0.12682 5.57000 -2.64539
C -1.01384 5.65642 -1.68968
O -1.27518 4.70043 -0.97164
O 0.84850 4.41362 -2.65700
O -2.17988 9.08104 -2.42539
H -2.59634 6.95732 -0.93497
H 1.25431 6.53274 -4.15809
H 0.43267 3.84080 -1.98454
H -1.76748 9.65290 -3.10320
C -0.74651 -7.99830 -9.32529
C 0.46390 -8.46351 -9.00808
C 1.42545 -7.64839 -8.21197
O 2.51513 -8.11237 -7.92430
C 1.01324 -6.29988 -7.80683
C -0.19593 -5.83366 -8.12703
C -1.16730 -6.65955 -8.89954
O -2.26940 -6.20801 -9.15830
O -0.59143 -4.58208 -7.75913
O 0.86921 -9.70331 -9.39844
H -1.45423 -8.58039 -9.90045
H 1.72676 -5.71194 -7.24480
H -1.50142 -4.48438 -8.10687
H 1.77521 -9.80357 -9.04572
C 2.64920 -8.68029 -2.30447
C 2.95630 -7.65884 -3.10531
C 4.05819 -7.75816 -4.10396
O 4.29743 -6.80976 -4.83183
C 4.82096 -9.00902 -4.16511
C 4.51671 -10.03063 -3.36172
C 3.39710 -9.94077 -2.38222
O 3.13511 -10.89932 -1.67689
O 5.21774 -11.19708 -3.40552
O 2.27323 -6.47526 -3.04699
H 1.85081 -8.62205 -1.57761
H 5.62931 -9.06145 -4.88200
H 4.80496 -11.77380 -2.73297
H 2.68750 -5.90614 -3.72703
```

Atom charges from the Löwdin analysis, given in e for atoms 1 to 2:
1 C -0.131
2 C -0.220

DFT (ωB97M-V with the def2-TZVPD basis set) results for C54H59MnN4SSb as an isolated structure.

Properties
ΔE to the lowest compared entry with this formula, charge and spin in kcal/mol: 16.6
⟨S²⟩: 8.812
Multiplicity: 6
Gap between HOMO and LUMO (alpha / beta) in Eh: 0.179 / 0.208

The geometry in XYZ format:
```
120
C54H59MnN4SSb, DFT ωB97M-V with the def2-TZVPD basis set
Mn -0.36341 0.00843 -0.82326
C -2.38248 -5.54638 -2.95620
C -1.98229 -5.32988 -1.49694
C -1.04754 -4.17894 -1.32364
C 0.30606 -4.19836 -1.17374
C 1.22379 -5.37566 -1.14257
C 1.86357 -5.65316 -2.50150
C 0.72658 -2.82230 -1.08166
C 2.03466 -2.42572 -0.87709
C 2.46176 -1.11736 -0.76456
C 3.83200 -0.73057 -0.53190
C 4.98337 -1.67350 -0.43108
C 5.52404 -2.08569 -1.79986
C 3.84128 0.62745 -0.45722
C 2.48010 1.05848 -0.65539
C 2.08105 2.37913 -0.65504
C 0.79072 2.81939 -0.87516
N -0.29877 2.01307 -1.06877
C -1.35797 2.85783 -1.24902
C -2.67202 2.46317 -1.42336
C -3.10940 1.15284 -1.46007
N -2.30519 0.04939 -1.36613
C -3.14498 -1.02938 -1.44788
C -2.74837 -2.35289 -1.41825
C -1.44071 -2.79000 -1.32028
N -0.34692 -1.98141 -1.19399
C -4.51169 -0.59859 -1.60418
C -4.48928 0.76362 -1.61835
C -5.63073 1.71119 -1.79949
C -5.75876 2.20441 -3.24024
C -5.68251 -1.51299 -1.76941
C -5.82504 -2.03061 -3.20057
C -0.92138 4.23122 -1.21065
C 0.41498 4.20736 -0.95406
C 1.35411 5.36206 -0.83214
C 2.08994 5.65471 -2.13843
C -1.80160 5.42048 -1.39530
C -2.55537 5.79954 -0.11942
N 1.65765 -0.01572 -0.85106
C 5.00416 1.53982 -0.25564
C 5.52292 2.12780 -1.56713
H -3.08431 -6.37411 -3.05338
H -1.50689 -5.76780 -3.56649
H -2.84951 -4.65177 -3.36956
H -1.51122 -6.23572 -1.10879
H -2.87585 -5.17401 -0.88673
H 0.67000 -6.25557 -0.80926
H 2.00510 -5.21494 -0.39450
H 1.09967 -5.86178 -3.25057
H 2.53673 -6.50785 -2.45308
H 2.43124 -4.78881 -2.84680
H 2.78108 -3.20119 -0.78422
H 4.68260 -2.55964 0.12952
H 5.77843 -1.20788 0.15620
H 4.74287 -2.55051 -2.40240
H 6.34602 -2.79392 -1.70143
H 5.88611 -1.21755 -2.35011
H 2.84008 3.12929 -0.48901
H -3.41472 3.24021 -1.52931
H -3.51999 -3.10523 -1.48867
H -5.51389 2.56408 -1.12534
H -6.55822 1.21778 -1.49858
H -4.84294 2.69745 -3.56633
H -6.58238 2.90960 -3.34305
H -5.93770 1.37001 -3.91790
H -6.59392 -0.98479 -1.47955
H -5.59262 -2.35571 -1.07877
H -5.97435 -1.20470 -3.89563
H -6.67186 -2.70967 -3.29080
H -4.92616 -2.56155 -3.51439
H 2.07468 5.16691 -0.03361
H 0.79589 6.24553 -0.51552
H 2.66151 4.78602 -2.46535
H 2.77608 6.49290 -2.02520
H 1.38263 5.89601 -2.93253
H -2.51067 5.23264 -2.20629
H -1.19430 6.26688 -1.72522
H -3.19082 4.97979 0.22016
H -3.18383 6.67451 -0.28163
H -1.85477 6.01978 0.68613
H 5.80659 0.99200 0.24400
H 4.72449 2.34721 0.42645
H 5.85331 1.33698 -2.23994
H 6.36226 2.79966 -1.39171
H 4.74021 2.68663 -2.08095
S -0.66537 -0.13364 1.48570
Sb 0.26696 0.18139 3.63063
C 0.43622 2.41545 3.21224
C 1.49926 3.17028 3.68340
C 1.45280 4.55718 3.63418
C 0.31715 5.19649 3.15584
C -0.75946 4.44174 2.70970
C -0.69667 3.05800 2.72973
C 2.15285 -0.77821 3.27802
C 2.14800 -2.01217 2.63865
C 3.33763 -2.67955 2.40189
C 4.54509 -2.11094 2.78085
C 4.55671 -0.87701 3.41012
C 3.36103 -0.22029 3.66723
C -0.91274 -1.55676 4.42036
C -0.30813 -2.43748 5.30402
C -1.04149 -3.45885 5.89197
C -2.39541 -3.58378 5.61795
C -3.00617 -2.69099 4.74833
C -2.26749 -1.68287 4.15028
H 2.38264 2.68882 4.08783
H 2.29634 5.13892 3.98320
H 0.26821 6.27758 3.13946
H -1.65274 4.93497 2.34446
H -1.52314 2.47286 2.34261
H 1.20894 -2.43863 2.30431
H 3.32255 -3.64557 1.91201
H 5.47544 -2.63048 2.58808
H 5.49451 -0.42783 3.70836
H 3.38399 0.73582 4.17524
H 0.75011 -2.34482 5.52957
H -0.55693 -4.15327 6.56515
H -2.97278 -4.37299 6.08123
H -4.06188 -2.78610 4.53038
H -2.73903 -1.01682 3.43787
```

Atom charges from the Löwdin analysis, given in e for atoms 1 to 2:
1 Mn 0.724
2 C -0.079

Ordered molar mass results: 1176.825, 972.859; unit g mol⁻¹.
Ordered E_tot results: -116374.1897, -111610.8337; unit eV.
Ordered maximum force results: 4.79, 0.88; unit eV Å⁻¹.